1) # C8H16NO

An isolated ion of composition C8H16NO and charge +1 (ωB97M-V/def2-TZVPD, the Open Molecules 2025 dataset).

XYZ file:
```
26
Properties=species:S:1:pos:R:3:nbo_charge:R:1
C -1.586 2.027 0.452 -0.66
C -0.482 1.026 0.361 -0.03
C 0.827 0.980 0.044 0.07
C 2.019 1.784 -0.281 -0.67
C 0.875 -0.540 -0.014 0.25
C 1.523 -1.431 -1.047 -0.67
O 1.267 -1.003 1.291 -0.77
C -0.745 -0.464 0.138 0.15
C -1.593 -0.915 -1.016 -0.71
N -1.255 -1.083 1.569 -0.76
H -1.409 3.006 -0.028 0.25
H -1.759 2.190 1.451 0.23
H -2.452 1.662 -0.018 0.23
H 2.916 1.163 0.046 0.23
H 2.019 2.897 0.123 0.26
H 1.976 1.849 -1.411 0.25
H 1.354 -2.422 -0.732 0.23
H 2.600 -1.412 -1.247 0.25
H 1.007 -1.127 -1.973 0.23
H 2.220 -1.178 1.257 0.50
H -1.609 -2.036 -1.185 0.24
H -1.320 -0.540 -1.992 0.26
H -2.687 -0.768 -1.051 0.25
H -2.013 -0.497 1.852 0.44
H -0.317 -1.046 2.065 0.49
H -1.377 -2.123 1.348 0.45
```

As for the charge: +1. The orbital gap is 0.37563 Eh. For the lowest unoccupied orbital energy, the calculation gives -2.96 eV. Its structure (SMILES) is CC1=C(C)[C@@](C)(O)[C@@]1(C)[NH3+].

=====

2) # C8H16NO

An isolated ion of composition C8H16NO and charge +1 (ωB97M-V/def2-TZVPD, the Open Molecules 2025 dataset).

XYZ file:
```
26
Properties=species:S:1:pos:R:3:nbo_charge:R:1
C 2.884 1.867 0.035 -0.61
C 1.554 1.140 -0.319 -0.42
C 1.409 -0.250 0.202 -0.03
C 2.578 -1.269 0.098 -0.61
N 0.166 -0.848 -0.354 -0.44
C -0.992 -0.700 0.266 0.36
C -2.240 -1.262 -0.228 -0.48
C -3.591 -0.459 0.021 -0.49
C -3.351 1.002 0.164 0.44
O -2.289 1.485 -0.167 -0.53
H 2.911 1.816 1.201 0.21
H 3.760 1.225 -0.277 0.22
H 3.003 2.926 -0.254 0.25
H 1.383 0.997 -1.325 0.19
H 0.734 1.665 -0.028 0.22
H 1.367 -0.345 1.343 0.21
H 2.205 -2.251 0.466 0.23
H 3.462 -0.758 0.515 0.25
H 2.746 -1.339 -0.895 0.20
H 0.370 -1.084 -1.275 0.43
H -1.074 -0.210 1.203 0.23
H -2.290 -1.469 -1.222 0.24
H -2.206 -2.152 0.305 0.27
H -4.219 -0.771 -0.751 0.26
H -4.039 -0.731 0.886 0.24
H -4.239 1.774 0.390 0.17
```

As for the charge: +1. The orbital gap is 0.36416 Eh. For the lowest unoccupied orbital energy, the calculation gives -4.14 eV. Its structure (SMILES) is CC[C@H](C)/[NH+]=C/CCC=O.

=====

Energy ordering: 1) at the bottom, the next structure 10.0 kcal/mol above.

=====

1) # C14H44O8

A 8-piece molecular cluster, C14H44O8 overall (ωB97M-V/def2-TZVPD, the Open Molecules 2025 dataset).

XYZ file:
```
66
Properties=species:S:1:pos:R:3:nbo_charge:R:1
C -3.443 2.423 -1.538 -0.63
C -2.611 2.857 -0.347 -0.07
O -2.702 1.858 0.630 -0.74
H -4.427 2.146 -1.158 0.22
H -3.048 1.570 -2.089 0.22
H -3.507 3.180 -2.320 0.22
H -2.949 3.815 0.048 0.17
H -1.597 2.975 -0.730 0.16
H -2.448 2.217 1.483 0.48
C 3.435 -1.556 -0.546 -0.63
C 2.658 -2.385 -1.592 -0.06
O 3.362 -2.343 -2.763 -0.72
H 3.294 -0.500 -0.776 0.19
H 4.519 -1.668 -0.526 0.22
H 3.038 -1.769 0.446 0.21
H 1.629 -2.076 -1.775 0.17
H 2.598 -3.419 -1.254 0.15
H 2.929 -2.966 -3.350 0.47
C 1.427 3.733 -0.374 -0.62
C 2.433 2.974 -1.254 -0.07
O 1.666 2.153 -2.192 -0.74
H 1.959 4.251 0.425 0.21
H 0.688 3.015 -0.018 0.20
H 0.917 4.519 -0.931 0.21
H 3.019 2.357 -0.572 0.17
H 3.076 3.741 -1.686 0.17
H 2.280 1.540 -2.604 0.48
C 0.104 -4.810 2.271 -0.63
C -0.442 -3.451 1.759 -0.05
O -0.318 -3.242 0.360 -0.74
H 1.057 -4.979 1.770 0.21
H -0.622 -5.558 1.950 0.21
H 0.211 -4.885 3.353 0.21
H -0.016 -2.608 2.303 0.15
H -1.497 -3.379 2.024 0.15
H -0.490 -2.312 0.193 0.49
C -4.761 -1.069 -0.477 -0.63
C -4.073 -2.419 -0.710 -0.06
O -5.025 -3.422 -0.960 -0.73
H -5.356 -0.757 -1.335 0.21
H -4.067 -0.267 -0.225 0.22
H -5.407 -1.171 0.395 0.20
H -3.421 -2.738 0.103 0.16
H -3.462 -2.285 -1.604 0.17
H -4.571 -4.267 -0.994 0.47
C 2.894 1.280 3.334 -0.63
C 2.853 2.822 3.252 -0.06
O 3.816 3.217 2.285 -0.73
H 2.200 0.994 4.124 0.21
H 3.910 0.942 3.538 0.22
H 2.577 0.785 2.416 0.21
H 3.129 3.231 4.224 0.15
H 1.906 3.324 3.052 0.16
H 3.849 4.174 2.220 0.47
C -0.459 0.087 -2.870 -0.25
O -1.136 -1.074 -2.420 -0.74
H -0.942 0.535 -3.738 0.17
H -0.519 0.888 -2.133 0.17
H 0.588 -0.097 -3.114 0.16
H -1.207 -0.998 -1.466 0.48
C 0.436 0.124 0.778 -0.26
O -0.851 -0.321 0.537 -0.78
H 0.406 0.922 1.521 0.16
H 0.989 -0.711 1.208 0.18
H 0.986 0.435 -0.110 0.18
H -1.464 0.418 0.551 0.51
```

The orbital gap is 0.36377 Eh. For the lowest unoccupied orbital energy, the calculation gives 0.22 eV. Its structure (SMILES) is CCO.CCO.CCO.CCO.CCO.CCO.CO.CO.

=====

2) # C14H44O8

A 8-piece molecular cluster, C14H44O8 overall (ωB97M-V/def2-TZVPD, the Open Molecules 2025 dataset).

XYZ file:
```
66
Properties=species:S:1:pos:R:3:nbo_charge:R:1
C 0.058 -3.326 -5.962 -0.62
C 0.518 -2.082 -5.177 -0.05
O -0.634 -1.364 -4.895 -0.76
H -0.496 -4.024 -5.272 0.20
H 0.905 -3.811 -6.389 0.20
H -0.635 -3.146 -6.758 0.21
H 1.164 -1.531 -5.921 0.15
H 1.173 -2.375 -4.346 0.16
H -0.468 -0.447 -4.602 0.51
C -1.254 2.850 -5.095 -0.62
C -1.628 2.305 -3.709 -0.06
O -0.655 1.337 -3.243 -0.79
H -1.375 2.116 -5.831 0.20
H -0.205 3.152 -4.996 0.21
H -1.870 3.658 -5.384 0.21
H -2.575 1.738 -3.712 0.17
H -1.649 3.177 -3.079 0.16
H -0.717 1.409 -2.269 0.51
C -1.099 -0.013 4.198 -0.63
C -2.496 -0.371 3.654 -0.06
O -2.372 -0.627 2.222 -0.76
H -0.731 0.793 3.634 0.21
H -0.387 -0.853 4.309 0.22
H -1.306 0.423 5.157 0.22
H -3.190 0.477 3.833 0.17
H -2.896 -1.211 4.245 0.17
H -3.239 -0.801 1.863 0.48
C -2.632 2.517 1.034 -0.64
C -1.173 2.738 0.602 -0.06
O -0.807 1.929 -0.516 -0.78
H -2.747 3.205 1.910 0.20
H -2.943 1.481 1.351 0.21
H -3.264 2.870 0.295 0.21
H -0.420 2.608 1.381 0.17
H -1.105 3.830 0.252 0.17
H -0.611 1.081 -0.154 0.49
C 2.328 -2.635 3.727 -0.63
C 2.586 -1.479 4.728 -0.06
O 3.923 -1.085 4.576 -0.74
H 1.368 -3.024 3.968 0.20
H 3.075 -3.414 3.712 0.22
H 2.164 -2.193 2.678 0.20
H 2.427 -1.872 5.778 0.15
H 1.858 -0.638 4.518 0.16
H 4.068 -0.207 4.894 0.48
C 2.880 1.884 1.588 -0.65
C 3.374 2.599 2.838 -0.05
O 3.802 1.630 3.832 -0.75
H 3.768 1.373 1.193 0.21
H 2.412 2.542 0.947 0.22
H 2.093 1.159 1.827 0.21
H 2.617 3.313 3.257 0.17
H 4.305 3.249 2.534 0.16
H 3.844 0.780 3.444 0.47
C 0.483 -2.719 -0.024 -0.64
C -0.112 -1.355 -0.412 -0.06
O -0.086 -0.365 0.628 -0.76
H -0.109 -3.124 0.778 0.20
H 1.490 -2.520 0.387 0.21
H 0.610 -3.447 -0.828 0.22
H -1.117 -1.577 -0.696 0.16
H 0.395 -0.916 -1.232 0.18
H -0.794 -0.559 1.250 0.51
O -3.706 -1.762 -4.276 -0.95
H -2.907 -1.553 -4.829 0.49
H -3.275 -1.793 -3.413 0.46
```

The orbital gap is 0.37584 Eh. For the lowest unoccupied orbital energy, the calculation gives 0.27 eV. Its structure (SMILES) is CCO.CCO.CCO.CCO.CCO.CCO.CCO.O.

=====

3) # C14H44O8

A 8-piece molecular cluster, C14H44O8 overall (ωB97M-V/def2-TZVPD, the Open Molecules 2025 dataset).

XYZ file:
```
66
Properties=species:S:1:pos:R:3:nbo_charge:R:1
C -2.676 -0.714 -2.027 -0.64
C -2.031 -0.361 -3.360 0.09
C -1.126 -1.483 -3.844 -0.62
O -3.036 -0.129 -4.360 -0.73
H -3.431 0.020 -1.731 0.22
H -1.895 -0.634 -1.272 0.22
H -3.182 -1.680 -2.035 0.20
H -1.452 0.560 -3.280 0.17
H -1.696 -2.379 -4.094 0.21
H -0.352 -1.712 -3.109 0.20
H -0.609 -1.176 -4.756 0.21
H -3.858 -0.560 -4.115 0.46
C -3.915 -4.821 1.059 -0.63
C -2.937 -3.971 1.850 0.10
C -1.636 -3.679 1.078 -0.64
O -3.533 -2.712 2.203 -0.75
H -3.455 -5.756 0.745 0.22
H -4.303 -4.267 0.202 0.21
H -4.788 -5.067 1.674 0.20
H -2.661 -4.499 2.768 0.16
H -1.424 -2.610 1.045 0.22
H -1.578 -4.124 0.090 0.22
H -0.815 -4.057 1.693 0.22
H -4.416 -2.879 2.547 0.48
C 4.005 3.006 0.100 -0.64
C 3.402 3.221 1.465 0.10
C 3.501 4.688 1.886 -0.64
O 2.018 2.836 1.453 -0.77
H 5.020 3.406 0.028 0.21
H 3.456 3.595 -0.645 0.22
H 3.980 1.976 -0.252 0.21
H 3.894 2.607 2.218 0.17
H 3.524 5.342 1.010 0.21
H 4.483 4.878 2.343 0.21
H 2.755 4.989 2.614 0.23
H 1.570 3.328 0.751 0.50
C 0.616 0.116 0.117 -0.25
O -0.307 1.116 -0.305 -0.78
H 1.383 0.066 -0.662 0.17
H 1.102 0.340 1.066 0.19
H 0.145 -0.869 0.157 0.17
H -1.201 0.861 -0.036 0.51
C -1.993 0.504 2.330 -0.25
O -2.543 -0.150 1.194 -0.78
H -1.088 -0.022 2.652 0.18
H -1.623 1.478 2.011 0.19
H -2.719 0.632 3.131 0.17
H -2.795 -1.060 1.389 0.50
C 1.755 0.789 4.300 -0.25
O 0.810 1.677 3.722 -0.77
H 2.407 0.372 3.531 0.16
H 2.320 1.320 5.074 0.16
H 1.220 -0.014 4.809 0.17
H 1.182 2.086 2.926 0.50
C 0.593 3.240 -2.545 -0.24
O 0.785 3.492 -1.158 -0.78
H 0.509 2.169 -2.738 0.17
H -0.267 3.787 -2.940 0.17
H 1.463 3.601 -3.104 0.17
H 0.384 2.727 -0.702 0.50
C 2.551 -2.221 -2.906 -0.25
O 3.428 -2.775 -1.944 -0.72
H 1.570 -2.683 -2.810 0.18
H 2.328 -1.176 -2.645 0.16
H 2.935 -2.308 -3.922 0.17
H 4.250 -2.281 -1.929 0.47
```

The orbital gap is 0.37648 Eh. For the lowest unoccupied orbital energy, the calculation gives 0.56 eV. Its structure (SMILES) is CC(C)O.CC(C)O.CC(C)O.CO.CO.CO.CO.CO.

=====

Energy ordering: 3) at the bottom, the next structure 9.5 kcal/mol above.